No. 1
The following is a DFT calculation (wB97M-V/def2-TZVPD) of a molecular structure, C46H54BrCsI2N5O6PS2Si at a distorted geometry.

```
119
Properties=species:S:1:pos:R:3:forces:R:3
Cs -1.727 0.112 -0.532 2.115 -2.394 0.491
I -1.118 -0.753 -3.936 -0.039 -0.153 -0.378
I -0.905 3.422 1.985 0.194 0.016 -0.331
Br 1.670 4.185 4.383 -0.136 -0.011 -0.053
S 1.354 0.522 2.045 0.077 -0.116 -0.024
S -3.999 -2.559 3.879 0.106 -0.013 0.008
P 1.448 0.198 -2.288 0.400 -0.562 -0.216
Si -3.007 -3.400 -2.167 0.389 0.763 0.091
O -5.269 0.482 -3.212 -0.016 -0.101 -0.025
O -4.401 2.731 2.128 -0.216 0.192 0.369
O -0.720 2.490 -2.683 -0.078 0.097 -0.045
O -0.582 2.475 -0.453 0.105 1.423 -0.571
O -3.410 1.318 0.702 -1.706 1.226 1.006
O -2.451 -1.888 -2.095 -0.699 -1.208 -0.669
N 3.341 0.261 3.721 -0.279 0.048 0.074
N -3.638 3.336 -1.443 0.357 -0.164 0.140
N -1.943 -0.963 4.255 0.017 0.225 -0.018
N 2.975 -1.552 2.280 -0.221 -0.172 -0.342
N -1.405 -3.222 3.966 -0.362 0.227 -0.006
C 1.396 -3.359 -0.264 -0.014 0.042 0.042
C 1.724 -4.321 -1.213 0.013 0.003 -0.039
C -2.578 -4.273 -3.779 0.015 -0.051 -0.120
C 2.732 2.186 -0.913 0.000 -0.017 0.074
C 3.630 0.433 -4.020 0.469 0.034 0.045
C 1.583 1.019 -7.624 0.167 -0.016 0.157
C 2.271 0.307 -3.981 -0.683 -0.022 -0.043
C 0.243 -1.621 4.680 -0.129 -0.025 0.064
C -4.003 2.390 1.003 0.327 -0.351 -0.240
C -2.262 3.883 -1.521 -0.340 -0.045 -0.074
C 3.658 2.777 -0.069 0.040 0.001 0.012
C -0.489 0.426 -6.592 0.043 0.094 -0.227
C -5.241 1.680 -2.445 -0.054 0.067 -0.008
C -0.452 0.802 4.970 0.095 -0.092 0.041
C -0.173 -2.904 4.254 0.343 -0.098 0.064
C 3.861 0.087 -0.682 0.121 -0.114 -0.007
C -3.804 2.107 -2.210 -0.093 0.437 -0.077
C 2.823 0.831 -1.234 -0.068 0.138 0.006
C -2.377 -2.252 4.033 0.092 -0.373 -0.064
C -2.780 4.226 5.782 -0.034 -0.028 -0.038
C -1.192 3.944 3.981 -0.073 0.031 -0.025
C 0.859 -3.986 4.098 -0.026 0.017 0.028
C 4.346 0.722 -5.203 -0.063 -0.040 0.107
C -2.267 -4.488 -0.819 0.079 -0.023 0.095
C 4.718 0.034 4.101 0.196 0.060 0.098
C -0.689 -0.631 4.638 -0.215 0.152 0.002
C 4.793 0.676 0.161 -0.044 0.040 0.015
C -4.872 -3.482 -1.982 -0.162 0.015 0.002
C 1.525 0.425 -5.225 -0.200 -0.112 0.368
C 1.639 -1.617 -1.926 0.024 0.427 0.067
C -0.180 4.228 4.881 0.168 0.045 0.240
C 4.045 -2.443 2.658 0.088 -0.176 -0.024
C 0.111 0.185 -5.386 0.291 -0.001 0.205
C 1.989 -3.929 -2.515 -0.012 -0.012 -0.013
C 3.662 0.928 -6.355 -0.168 0.008 -0.075
C 1.346 -2.020 -0.618 -0.058 0.021 -0.211
C -4.285 3.395 -0.134 -0.116 0.309 -0.109
C 0.238 0.867 -7.718 -0.180 -0.050 0.103
C -1.751 4.533 6.663 0.030 0.000 -0.037
C -0.442 4.531 6.212 -0.003 -0.016 -0.005
C -1.093 2.872 -1.565 0.457 0.178 0.496
C 2.636 -0.322 2.702 0.198 0.319 0.152
C -2.508 3.937 4.455 0.018 0.070 0.156
C 1.946 -2.585 -2.871 0.032 -0.089 0.066
C 4.691 2.025 0.473 -0.048 -0.019 -0.009
C 2.248 0.791 -6.390 0.203 0.117 -0.289
H -0.276 1.050 -8.654 -0.023 0.003 -0.002
H -1.495 -4.316 -3.901 0.103 -0.025 0.004
H 2.431 -1.847 1.483 0.045 0.050 0.013
H -5.243 -4.508 -1.957 -0.035 -0.090 -0.021
H -2.969 -5.293 -3.791 -0.021 -0.097 -0.029
H -1.551 0.245 -6.693 -0.020 -0.010 0.013
H 3.007 1.208 3.849 0.031 -0.074 0.038
H -1.961 4.770 7.697 -0.012 -0.007 0.065
H 0.483 0.915 5.517 -0.008 0.016 -0.010
H -2.286 -3.981 0.147 -0.039 0.041 0.084
H 1.734 -5.370 -0.948 0.002 -0.029 0.028
H -2.976 -3.738 -4.642 -0.075 0.040 -0.075
H 3.549 3.822 0.190 0.006 0.053 0.022
H -2.802 -5.433 -0.708 -0.024 -0.104 -0.011
H -2.117 4.559 -0.677 -0.061 -0.008 -0.001
H 1.590 -3.948 4.907 0.018 -0.007 0.021
H 2.136 -2.294 -3.895 0.040 0.013 -0.046
H 4.947 0.731 4.906 0.024 0.007 -0.035
H 5.599 0.080 0.574 0.031 -0.031 0.018
H -1.223 -4.708 -1.054 0.040 -0.022 -0.003
H 1.059 -1.263 0.111 0.024 -0.117 -0.062
H 2.179 1.315 -8.479 0.013 0.011 -0.027
H -3.306 3.677 3.764 -0.037 -0.038 -0.059
H -5.180 -2.990 -1.059 -0.020 0.038 0.101
H 4.888 -0.970 4.489 -0.040 0.135 -0.013
H 4.173 1.195 -7.274 0.014 -0.003 -0.009
H -2.169 4.455 -2.451 -0.084 -0.001 0.029
H -0.369 1.374 4.047 -0.015 0.024 -0.076
H 5.424 0.807 -5.171 0.029 0.011 0.016
H 1.260 -1.403 4.967 0.039 -0.032 -0.020
H 5.417 0.222 3.279 0.017 -0.019 -0.005
H 0.378 4.754 6.880 0.004 0.004 0.024
H -5.369 3.349 -0.288 0.019 0.050 0.012
H -5.769 1.533 -1.496 0.044 0.000 0.003
H 3.968 -3.308 1.999 0.031 -0.002 0.055
H -5.786 2.432 -3.024 0.040 -0.017 0.042
H -3.322 1.268 -1.722 -0.353 0.125 -0.369
H 1.136 -3.658 0.747 -0.054 -0.041 0.008
H 4.202 0.341 -3.104 -0.073 0.015 -0.111
H -2.636 -0.231 4.144 -0.050 -0.083 0.019
H -4.091 4.389 0.281 -0.028 -0.038 -0.009
H 3.950 -0.968 -0.918 -0.019 -0.017 0.010
H -4.633 -0.141 -2.829 -0.014 0.025 -0.032
H 2.218 -4.672 -3.269 -0.002 -0.026 -0.008
H 5.038 -2.009 2.519 -0.062 -0.033 -0.028
H 0.381 -4.961 4.068 -0.026 -0.001 0.002
H 1.397 -3.833 3.161 0.025 0.012 -0.039
H -5.362 -2.960 -2.806 -0.045 0.027 -0.070
H 3.951 -2.798 3.688 -0.016 0.026 -0.016
H -3.313 2.243 -3.178 -0.014 -0.013 0.025
H -3.805 4.201 6.129 -0.042 0.022 0.015
H 5.405 2.483 1.147 0.047 0.038 0.029
H 1.897 2.761 -1.291 -0.098 0.003 -0.016
H -1.275 1.210 5.558 -0.013 0.016 0.031
```
Positions in Å, forces in eV/Å.

Calculated values
HOMO energy (eV): -2.49
Charge: -2
Relative energy (zero: lowest compared OMol25 entry of this formula, charge and spin) (eV): 3.288
2S+1: 1
Maximum force (eV/Å): 3.2

No. 2
The following is a DFT calculation (wB97M-V/def2-TZVPD) of a molecular structure, C46H54Cl2N2O3PbS3SbSeSi at a distorted geometry.

```
114
Properties=species:S:1:pos:R:3:forces:R:3
Pb -1.661 -0.936 0.997 0.262 0.156 -0.380
Sb 1.532 -1.292 -1.225 0.543 -0.345 -0.307
Se 1.362 0.226 0.751 0.604 0.694 0.191
Cl -3.277 -3.349 0.925 -0.086 -0.484 0.168
Cl -6.353 0.206 -1.816 -0.077 0.088 -0.079
S -2.566 2.376 2.319 0.291 -0.133 -0.033
S -1.778 1.188 -1.638 0.901 -0.042 -1.342
S -4.055 -0.209 0.238 -0.311 -0.197 0.183
Si 2.745 2.252 1.052 0.028 -0.415 -0.188
O -2.250 2.730 0.956 0.105 -0.029 -0.025
O -3.936 2.377 2.739 -0.040 -0.025 0.243
O -0.773 0.024 -1.619 -0.487 -0.228 0.200
N -1.697 -1.144 3.422 -0.136 0.257 0.307
N -1.862 0.919 2.538 -0.111 0.552 -0.344
C -0.677 -3.288 -1.846 -0.070 0.207 -0.022
C 0.014 -5.168 0.051 -0.014 0.061 -0.043
C -4.480 -2.949 -0.270 -0.225 0.152 -0.242
C 0.170 5.027 3.637 -0.059 0.023 0.039
C -0.248 5.322 4.934 -0.006 -0.081 0.037
C -1.428 4.746 5.398 0.022 0.028 -0.079
C 2.279 0.834 -4.972 0.032 -0.045 0.022
C -6.470 -2.450 -2.103 -0.027 0.031 -0.030
C 3.374 -2.420 -1.343 -0.158 0.269 0.152
C 5.500 -4.130 -1.867 -0.011 0.012 -0.023
C -1.691 3.550 3.340 -0.168 -0.243 -0.060
C -0.893 -5.492 -0.947 -0.063 0.007 0.071
C 4.586 2.059 0.684 -0.440 -0.085 0.120
C -1.569 3.808 -2.396 0.042 -0.043 -0.042
C -6.103 -3.756 -1.828 -0.039 0.006 -0.036
C 1.563 -3.599 1.232 0.017 -0.049 -0.038
C 0.622 -3.916 0.106 0.025 -0.051 -0.005
C 2.365 2.282 2.894 -0.042 -0.066 -0.487
C -5.104 -4.008 -0.906 0.029 -0.112 0.027
C 3.008 1.253 -2.595 -0.059 -0.075 -0.098
C 0.549 6.247 5.808 -0.059 0.043 -0.054
C -5.832 -1.403 -1.463 0.247 -0.229 0.201
C -0.543 4.144 2.845 0.023 0.006 -0.048
C 3.320 -3.315 -2.409 -0.051 -0.023 -0.002
C 1.991 3.600 -0.028 0.042 -0.241 0.336
C 4.375 -4.169 -2.676 -0.014 -0.028 -0.032
C -2.542 0.525 4.901 -0.060 -0.023 -0.069
C -2.556 -0.401 5.916 0.075 0.017 -0.029
C 2.267 0.460 -3.633 -0.051 0.035 0.097
C -2.050 0.141 3.641 -0.131 -0.168 0.508
C -2.161 3.882 4.600 -0.055 -0.024 0.068
C 0.954 -1.484 -4.238 -0.002 -0.062 -0.010
C -2.191 0.101 -4.190 0.085 0.075 0.051
C 4.500 -2.376 -0.520 0.009 0.073 0.011
C 4.610 -1.459 0.666 0.018 -0.108 -0.087
C -2.080 -1.695 5.700 0.010 -0.052 0.029
C -0.812 2.488 -2.479 -0.427 0.143 0.312
C -1.692 -2.026 4.424 -0.060 -0.051 0.010
C -4.796 -1.611 -0.527 0.012 0.235 -0.045
C -2.882 0.799 -3.037 0.088 -0.030 0.229
C -1.267 -4.540 -1.880 -0.060 -0.028 -0.019
C 1.561 -0.689 -3.277 -0.096 0.017 0.363
C 1.004 -1.110 -5.573 0.021 -0.030 -0.011
C 1.649 0.060 -5.935 -0.042 0.030 -0.045
C 0.296 -2.994 -0.895 -0.026 0.238 -0.168
C 5.553 -3.245 -0.805 0.008 0.005 0.025
H -2.037 -2.419 6.500 -0.061 -0.061 -0.030
H 0.456 -2.405 -3.968 -0.012 0.050 -0.043
H -2.927 1.520 5.041 0.005 -0.073 0.064
H 5.048 3.047 0.740 -0.052 0.072 -0.002
H 0.537 -1.737 -6.321 -0.013 0.014 -0.015
H -1.962 3.946 -1.388 -0.003 0.107 0.041
H -4.815 -5.024 -0.677 0.021 0.017 0.068
H 0.265 -5.900 0.808 -0.022 -0.001 0.017
H -1.380 -3.032 4.166 0.006 -0.008 0.036
H 2.601 -3.645 0.899 0.042 0.028 0.014
H 0.909 3.492 -0.091 -0.056 0.015 0.051
H -6.608 -4.576 -2.319 0.018 -0.021 -0.021
H 2.802 1.737 -5.263 0.022 0.000 0.001
H 2.442 -3.355 -3.044 0.031 -0.040 -0.043
H -2.016 -4.762 -2.628 -0.022 -0.002 0.005
H -3.345 1.745 -3.317 -0.099 -0.012 0.032
H 4.036 -0.548 0.517 0.076 -0.032 0.062
H 6.432 -3.220 -0.172 0.018 0.017 -0.002
H 1.671 0.368 -6.971 0.022 -0.001 -0.017
H -3.641 0.156 -2.603 -0.164 0.032 0.094
H 0.123 2.531 -1.921 -0.001 -0.078 0.052
H -0.600 2.173 -3.500 0.069 -0.064 0.037
H -3.103 3.481 4.946 -0.003 0.048 0.002
H 0.444 5.978 6.857 0.047 -0.003 0.012
H -1.782 4.980 6.394 -0.012 0.033 0.012
H 2.397 3.588 -1.040 0.056 -0.035 0.041
H -2.936 -0.271 -4.893 -0.022 0.032 0.004
H -2.405 3.831 -3.094 -0.012 0.035 0.001
H 1.443 -4.319 2.040 0.001 -0.005 0.004
H -2.940 -0.130 6.891 0.026 0.057 0.007
H -0.240 3.910 1.835 0.085 0.037 -0.042
H 6.336 -4.786 -2.069 0.011 -0.008 0.021
H 1.065 5.502 3.252 0.029 -0.019 -0.023
H 5.084 1.422 1.415 -0.043 -0.022 0.020
H 2.331 1.545 -1.789 0.061 0.043 -0.024
H -1.339 -6.477 -0.966 0.009 -0.017 -0.013
H -0.998 -2.517 -2.536 0.007 -0.058 0.001
H -0.913 4.644 -2.636 -0.010 0.003 -0.010
H 4.318 -4.853 -3.512 0.007 -0.018 0.003
H 2.749 1.369 3.351 0.095 0.009 -0.013
H 3.812 0.647 -2.164 0.005 0.023 0.011
H 1.286 2.302 3.052 -0.007 0.047 0.071
H 3.457 2.150 -3.018 -0.001 0.025 0.009
H 5.652 -1.199 0.850 0.005 0.032 0.007
H 4.229 -1.948 1.566 -0.035 0.048 0.033
H -7.256 -2.233 -2.812 -0.021 0.008 0.004
H 0.202 7.277 5.699 0.009 0.012 -0.014
H 4.784 1.658 -0.310 -0.029 0.035 -0.016
H -1.510 0.757 -4.733 0.006 -0.051 -0.033
H 1.603 6.219 5.537 0.026 0.034 0.060
H -1.618 -0.744 -3.813 0.005 -0.013 -0.063
H 2.205 4.584 0.396 0.033 0.015 0.072
H 2.808 3.140 3.399 0.006 0.074 -0.039
H 1.372 -2.604 1.640 0.064 0.026 0.017
```
Positions in Å, forces in eV/Å.

Calculated values
HOMO energy (eV): -9.59
Charge: +1
2S+1: 1
Maximum force (eV/Å): 1.6

- HOMO energy of number 1 (C46H54BrCsI2N5O6PS2Si)?
  -2.49 eV

- Which value of maximum force does entry 1 give?
  3.2 eV/Å